1.
C5H24NO6 | ωB97M-V/def2-TZVPD

Output
Total charge   +1
HOMO   -0.4469 Ha
HOMO-LUMO gap   9.54 eV
DFT total energy   -19341.73907 eV

```
36
Properties=species:S:1:pos:R:3:lowdin_charge:R:1
C -0.356 0.538 -0.545 -0.182
C -0.016 0.651 -2.045 -0.201
C 1.042 -0.155 -2.670 -0.156
C 2.308 -0.123 -2.218 -0.105
C 3.507 -1.001 -2.828 -0.061
N -0.662 -0.845 -0.166 0.172
H -1.190 1.193 -0.258 0.122
H 0.529 0.958 0.033 0.126
H 0.351 1.783 -2.261 0.176
H -0.976 0.530 -2.501 0.099
H 0.893 -0.733 -3.552 0.098
H 2.496 0.377 -1.298 0.084
H 3.230 -1.500 -3.819 0.096
H 3.728 -1.899 -2.211 0.074
H 4.313 -0.369 -2.848 0.021
H -1.116 -1.395 -0.971 0.198
H -1.370 -0.840 0.552 0.115
H 0.162 -1.251 0.184 0.093
H -0.452 4.844 0.248 0.052
H 0.926 4.681 0.703 0.096
O 0.046 4.180 0.748 -0.081
H -4.390 0.774 0.978 0.062
H -4.725 -0.043 -0.120 0.009
O -4.067 0.587 0.070 -0.045
H -0.430 2.186 3.028 0.098
H 0.299 2.343 1.767 -0.018
O 0.031 1.638 2.333 -0.068
H 1.139 -3.125 2.283 0.088
H 0.574 -1.799 2.487 -0.002
O 0.593 -2.469 1.763 -0.102
H -2.289 -3.391 -0.045 0.036
H -2.645 -2.531 1.230 0.061
O -2.371 -2.558 0.328 -0.002
H -0.289 -0.062 3.366 0.004
H 0.865 -0.538 4.480 0.023
O 0.311 -0.636 3.780 0.019
```

---

2.
C3H3N3O | ωB97M-V/def2-TZVPD

Output
HOMO   -0.3156 Ha
HOMO-LUMO gap   8.37 eV
DFT total energy   -9673.68335 eV

```
10
Properties=species:S:1:pos:R:3:lowdin_charge:R:1
O 0.042 -1.365 1.363 0.126
C 0.056 -0.434 0.406 -0.335
C 0.333 -0.797 -0.904 -0.076
N 0.186 0.075 -1.898 0.022
N -0.148 1.331 -1.676 -0.061
C -0.308 1.842 -0.427 -0.128
N -0.211 0.870 0.585 0.076
H -0.111 -1.004 2.246 0.131
H 0.633 -1.807 -1.162 0.119
H -0.473 1.288 1.468 0.127
```

---

3.
H2N2O3S | ωB97M-V/def2-TZVPD

Output
HOMO   -0.4049 Ha
HOMO-LUMO gap   10.53 eV
DFT total energy   -19986.95904 eV

```
8
Properties=species:S:1:pos:R:3:lowdin_charge:R:1
N 0.083 -0.489 0.388 0.045
N -0.495 0.414 -0.245 -0.262
O 1.869 1.494 0.062 -0.489
O 2.685 -0.618 -0.926 -0.444
O -1.646 0.591 -0.558 0.050
S 2.270 0.077 0.285 0.868
H -0.574 -0.996 0.886 0.085
H 0.214 1.052 -0.711 0.146
```

---

4.
C32H48N7O5PS3V | ωB97M-V/def2-TZVPD

Output
Total charge   +1
Spin multiplicity   3
HOMO (alpha / beta)   -0.3622 / -0.3637 Ha
Expectation value of S²   2.01
HOMO-LUMO gap (alpha / beta)   6.61 / 6.54 eV
DFT total energy   -122115.40568 eV

```
97
Properties=species:S:1:pos:R:3:lowdin_charge:R:1
V 1.193 0.343 -0.121 0.768
C -0.972 0.583 6.842 -0.040
C -0.140 1.075 5.692 -0.260
C 0.845 0.261 5.131 -0.044
C 1.637 0.713 4.090 -0.067
C 1.450 1.999 3.601 -0.271
C 0.489 2.832 4.151 -0.035
C -0.303 2.362 5.189 -0.021
S 2.384 2.548 2.206 0.631
O 2.471 3.976 2.257 -0.267
O 3.596 1.761 2.179 -0.318
N 1.497 2.062 0.950 -0.199
C 0.463 2.766 0.374 -0.379
C 0.106 4.112 0.486 0.014
C -0.983 4.543 -0.242 -0.043
C -1.678 3.662 -1.072 -0.056
C -1.252 2.358 -1.144 -0.120
N -0.220 1.914 -0.419 -0.007
H -1.249 -0.464 6.711 0.076
H -1.883 1.168 6.951 0.080
H -0.414 0.659 7.777 0.092
H 1.005 -0.733 5.535 0.113
H 2.413 0.088 3.666 0.114
H 0.374 3.840 3.776 0.116
H -1.053 3.012 5.622 0.119
H 0.688 4.776 1.104 0.104
H -1.289 5.579 -0.177 0.119
H -2.524 3.989 -1.660 0.113
H -1.723 1.635 -1.795 0.096
C 3.135 -4.009 -2.880 -0.022
N 1.989 -3.238 -2.417 -0.123
C 0.772 -3.378 -3.207 -0.026
C 2.009 -2.331 -1.427 -0.389
N 1.073 -1.463 -1.210 0.062
N 3.099 -2.420 -0.558 0.167
C 3.643 -1.407 0.199 -0.453
N 4.758 -1.760 0.887 0.188
N 3.127 -0.233 0.254 0.036
H 3.281 -3.822 -3.943 0.104
H 2.969 -5.077 -2.726 0.101
H 4.054 -3.714 -2.384 0.083
H 0.946 -4.129 -3.972 0.100
H 0.535 -2.446 -3.722 0.052
H -0.062 -3.699 -2.580 0.102
H 0.431 -1.382 -1.992 0.034
H 3.556 -3.313 -0.503 0.139
H 5.317 -2.545 0.602 0.113
H 5.236 -1.036 1.399 0.124
H 3.623 0.422 0.862 0.053
C -2.168 0.975 -4.784 -0.038
C -1.443 -0.171 -4.110 -0.474
C -2.371 -1.015 -3.261 -0.038
O -0.395 0.297 -3.213 -0.384
P 0.969 0.960 -3.797 -0.105
S 1.714 -0.113 -5.236 0.281
S 2.191 1.214 -2.194 0.433
O 0.394 2.377 -4.232 -0.324
C 1.126 3.601 -4.549 -0.427
C 1.124 4.496 -3.325 -0.049
C 2.513 3.354 -5.104 -0.078
H -2.955 0.564 -5.417 0.093
H -1.497 1.560 -5.407 0.075
H -2.626 1.635 -4.044 0.084
H -0.962 -0.787 -4.874 0.097
H -2.856 -0.406 -2.495 0.071
H -1.833 -1.829 -2.770 0.065
H -3.149 -1.452 -3.888 0.093
H 0.505 4.050 -5.326 0.143
H 1.725 4.062 -2.526 0.057
H 0.107 4.643 -2.961 0.067
H 1.541 5.469 -3.589 0.090
H 3.162 2.886 -4.362 0.057
H 2.948 4.318 -5.373 0.090
H 2.485 2.722 -5.989 0.064
C -5.444 -3.747 2.579 -0.030
C -4.089 -3.114 2.475 -0.228
C -3.865 -2.038 1.625 0.011
C -2.617 -1.452 1.497 -0.161
C -2.459 -0.274 0.584 -0.030
C -1.548 -1.973 2.261 -0.094
C -0.215 -1.440 2.185 -0.115
O 0.209 -0.599 1.390 -0.089
C -1.764 -3.053 3.154 -0.186
C -0.669 -3.632 4.017 -0.033
C -3.027 -3.604 3.234 0.005
H -6.206 -3.144 2.089 0.082
H -5.728 -3.888 3.622 0.090
H -5.436 -4.732 2.109 0.095
H -4.692 -1.637 1.051 0.123
H -3.430 0.033 0.200 0.091
H -1.814 -0.513 -0.263 0.067
H -2.002 0.572 1.097 0.088
H 0.500 -1.816 2.923 0.124
H 0.142 -4.053 3.421 0.092
H -1.071 -4.432 4.634 0.084
H -0.241 -2.885 4.687 0.074
H -3.200 -4.433 3.910 0.126
```

---

5.
C21H24NO | ωB97M-V/def2-TZVPD

Output
Total charge   +1
HOMO   -0.3794 Ha
HOMO-LUMO gap   4.86 eV
DFT total energy   -25696.14226 eV

```
47
Properties=species:S:1:pos:R:3:lowdin_charge:R:1
C -2.471 0.686 -3.656 -0.028
O -2.125 -0.402 -2.825 -0.032
C -2.628 -0.306 -1.572 0.062
C -2.406 -1.307 -0.617 -0.179
C -2.923 -1.240 0.698 0.023
C -2.687 -2.263 1.586 -0.032
C -1.937 -3.368 1.204 -0.001
C -1.416 -3.449 -0.080 -0.029
C -1.645 -2.438 -0.979 0.027
H -2.018 0.516 -4.633 0.113
H -3.555 0.743 -3.776 0.111
H -2.082 1.619 -3.245 0.098
H -3.213 0.560 -1.304 0.143
H -3.502 -0.382 0.994 0.126
H -3.089 -2.212 2.585 0.121
H -1.757 -4.168 1.904 0.125
H -0.833 -4.307 -0.376 0.122
H -1.251 -2.487 -1.981 0.129
C -2.367 4.377 2.835 -0.146
C -3.226 4.249 1.550 -0.150
C -2.411 3.368 0.588 -0.168
N -1.410 2.654 1.413 -0.082
C -0.409 1.838 0.829 -0.183
C -0.108 1.798 -0.490 -0.043
C 1.134 0.988 -0.707 -0.124
C 1.520 0.529 0.668 -0.174
C 0.573 1.014 1.571 -0.115
C 0.679 0.685 2.918 -0.023
C 1.747 -0.082 3.344 -0.077
C 2.699 -0.533 2.443 -0.075
C 2.587 -0.238 1.096 -0.024
C -1.125 3.500 2.599 -0.142
H -2.093 5.418 3.042 0.111
H -2.924 4.034 3.715 0.108
H -4.193 3.782 1.770 0.105
H -3.458 5.226 1.110 0.110
H -3.022 2.650 0.033 0.097
H -1.872 3.973 -0.148 0.113
H -0.627 2.359 -1.247 0.085
H 0.946 0.127 -1.361 0.116
H 1.939 1.590 -1.149 0.134
H -0.075 1.005 3.613 0.096
H 1.843 -0.332 4.388 0.106
H 3.533 -1.120 2.793 0.106
H 3.312 -0.588 0.382 0.115
H -0.242 4.105 2.365 0.126
H -0.870 2.883 3.463 0.097
```